9
Properties=species:S:1:pos:R:3:nbo_charge:R:1 method="wB97M-V/def2-TZVPD" multiplicity=1 total_charge=0 e_above_lowest_kcal_mol=147.7 mol_weight_g_mol=89.05
C 0.85 -0.18 -0.02 0.508
C 0.23 1.25 0.08 0.418
H -1.30 0.20 -0.44 0.496
H 0.05 -2.12 -0.01 0.383
H 0.74 2.09 0.83 0.163
N -0.10 -1.23 0.00 -0.348
O -1.64 -1.10 -0.01 -0.596
O 2.02 -0.43 -0.19 -0.551
O -0.85 1.52 -0.24 -0.472

102
Properties=species:S:1:pos:R:3:mulliken_charge:R:1 method="wB97M-V/def2-TZVPD" multiplicity=1 total_charge=0 e_above_lowest_kcal_mol=8.8 mol_weight_g_mol=920.18
Pd 0.15 -1.14 0.68 1.319
F 4.93 -3.75 5.30 -0.297
C 4.29 -3.38 4.20 0.573
C 4.92 -3.41 2.98 0.336
F 6.19 -3.83 2.90 -0.304
C 4.24 -3.02 1.84 0.432
F 4.89 -3.13 0.69 -0.367
C 2.92 -2.57 1.87 -0.713
P 2.09 -1.97 0.33 1.272
C 2.14 -3.47 -0.71 0.581
C 1.83 -3.34 -2.07 -0.771
C 1.70 -4.45 -2.88 -0.568
C 1.84 -5.72 -2.34 -0.584
C 2.13 -5.87 -1.00 -0.693
C 2.27 -4.75 -0.19 -0.669
C 3.39 -0.89 -0.41 0.095
C 4.32 -1.29 -1.37 -0.062
C 5.20 -0.37 -1.92 -0.759
C 5.20 0.95 -1.49 -0.709
C 4.29 1.35 -0.52 -0.362
C 3.39 0.44 0.00 -0.266
C 2.28 -2.58 3.12 -0.384
Br 0.45 -2.15 3.40 -0.165
C 2.97 -2.97 4.26 0.205
F 2.37 -2.98 5.46 -0.335
H 1.70 -2.34 -2.48 0.600
H 1.47 -4.32 -3.93 0.416
H 1.72 -6.60 -2.97 0.381
H 2.22 -6.86 -0.57 0.404
H 2.47 -4.89 0.87 0.413
H 4.35 -2.32 -1.69 0.405
H 5.91 -0.69 -2.67 0.419
H 5.89 1.66 -1.92 0.394
H 4.28 2.38 -0.18 0.502
H 2.65 0.75 0.73 -0.169
O -1.10 -4.41 0.14 -0.702
S -1.77 -3.08 0.08 0.555
C -3.58 -3.45 0.01 -1.134
C -4.09 -3.21 -1.42 -0.190
C -2.88 -3.35 -2.34 -0.863
C -1.78 -2.55 -1.66 0.416
H -4.10 -2.86 0.76 0.323
H -3.61 -4.50 0.29 0.579
H -4.48 -2.19 -1.50 -0.091
H -4.89 -3.89 -1.67 0.462
H -3.08 -2.99 -3.34 0.404
H -2.57 -4.40 -2.40 0.330
H -1.99 -1.48 -1.65 -0.391
H -0.77 -2.73 -2.03 -0.058
O -1.54 0.35 0.44 -0.712
P -1.49 1.85 0.52 -0.662
C -0.33 2.54 -0.72 1.097
C 0.07 1.51 -1.81 0.470
C -0.39 1.94 -3.20 -1.087
C 0.22 3.29 -3.60 -0.719
C 0.23 4.29 -2.42 -1.043
C -0.78 3.88 -1.35 -1.100
C -3.14 2.56 0.24 0.357
C -3.70 2.04 -1.12 -0.517
C -4.91 1.12 -0.95 -1.532
C -4.64 0.09 0.15 0.852
C -4.45 0.76 1.52 -0.773
C -4.12 2.26 1.39 -1.642
C -0.96 2.34 2.20 0.059
C 0.42 1.74 2.56 1.418
C 1.60 2.71 2.45 -0.375
C 1.31 4.08 3.04 -1.371
C 0.09 4.69 2.35 -0.374
C -1.14 3.82 2.59 -1.309
H 0.57 2.76 -0.14 -0.229
H -0.31 0.52 -1.56 -0.387
H 1.16 1.40 -1.81 0.340
H -1.48 2.00 -3.22 0.197
H -0.11 1.18 -3.93 0.536
H -0.34 3.71 -4.44 0.408
H 1.24 3.14 -3.95 0.323
H 0.01 5.30 -2.77 0.464
H 1.22 4.33 -1.97 0.332
H -1.77 3.78 -1.80 0.232
H -0.86 4.65 -0.58 0.521
H -3.00 3.64 0.18 1.263
H -2.92 1.48 -1.66 -0.354
H -3.96 2.89 -1.75 0.365
H -5.11 0.61 -1.90 0.567
H -5.80 1.70 -0.71 0.430
H -3.73 -0.46 -0.11 -1.059
H -5.46 -0.64 0.19 0.769
H -3.66 0.25 2.06 0.171
H -5.36 0.67 2.12 0.511
H -3.74 2.65 2.33 0.499
H -5.04 2.82 1.18 0.536
H -1.70 1.76 2.77 0.723
H 0.61 0.87 1.90 -1.727
H 0.37 1.36 3.58 0.573
H 1.88 2.86 1.40 -0.089
H 2.47 2.26 2.93 0.647
H 2.17 4.74 2.93 0.474
H 1.11 3.99 4.12 0.409
H 0.30 4.77 1.28 -0.004
H -0.10 5.70 2.72 0.442
H -2.01 4.25 2.08 0.345
H -1.37 3.85 3.66 0.522

15
Properties=species:S:1:pos:R:3:nbo_charge:R:1 method="wB97M-V/def2-TZVPD" multiplicity=1 total_charge=0 e_above_lowest_kcal_mol=30.0 smiles=NCCN.O mol_weight_g_mol=78.12
N -1.52 0.40 -1.25 -0.839
C -0.23 0.10 -0.49 -0.224
C 1.07 0.71 -1.11 -0.216
N 2.05 0.81 0.02 -0.890
H -2.00 1.13 -0.77 0.348
H -2.10 -0.41 -1.17 0.355
H -0.01 -1.07 -0.58 0.176
H -0.31 0.36 0.60 0.189
H 1.47 0.27 -1.97 0.192
H 0.73 1.80 -1.34 0.161
H 1.76 0.59 0.96 0.376
H 3.01 0.51 -0.31 0.370
O -1.24 -1.50 2.24 -0.954
H -0.60 -2.12 2.45 0.476
H -2.06 -1.57 2.73 0.480